The following is a quantum chemistry calculation of the molecule C4H6ClN3, from the Open Molecules 2025 dataset.

CARTESIAN COORDINATES (ANGSTROEM)
C (-0.499, 2.463, -0.552)
C (-0.119, 1.154, -0.109)
N (-0.489, 0.800, 1.167)
C (-0.130, -0.442, 1.282)
Cl (-0.309, -1.313, 2.753)
N (0.257, -0.957, 0.039)
C (0.557, -2.345, -0.349)
N (0.294, 0.118, -0.826)
H (0.287, 3.254, -0.426)
H (-0.412, 2.456, -1.650)
H (-1.348, 2.810, 0.023)
H (0.980, -2.440, -1.363)
H (-0.403, -2.923, -0.357)
H (1.335, -2.636, 0.369)

The total energy is -21237.22561 eV. The multiplicity is 1. Its LUMO energy is 0.8 eV. Its SMILES is Cc1nc(Cl)n(C)n1. As for the energy above the lowest of the compared OMol25 structures with the same formula, charge and spin: 38.7 kcal/mol. As for the HOMO energy: -9.265 eV. The frontier orbital gap comes out at 10.018 eV.

Atomic partial charges in e from the natural (NBO) method, atoms 1 to 8: C -0.671; C 0.302; N -0.493; C 0.311; Cl 0.049; N -0.211; C -0.417; N -0.278